Record 1
Here is a structure of composition C41H41Cl2LiNO2P2S from the OMol25 dataset. Energies are from ωB97M-V/def2-TZVPD.

Geometry as ORCA input:
```
! RIJCOSX wB97M-V def2-TZVPD def2/J DEFGRID3
* xyz -1 1
Cl -2.3931 -4.6584 2.0931
Cl 1.2552 -8.3260 0.6472
S 1.6877 2.5684 -4.7794
P -0.3866 0.9074 1.2897
P 2.1298 0.0165 -0.1190
O 2.4004 -2.2252 1.7637
O -0.1901 -2.8070 1.8014
N 0.8101 0.9337 -0.4661
C 1.9027 -3.8522 -2.6323
C 3.2121 -2.1761 -1.5203
C 0.8343 4.8224 1.2832
C -1.7706 0.6064 0.1301
C 0.7477 1.1175 -5.3506
C -2.3578 1.6081 -0.6329
C 1.5254 -4.3922 1.3676
C -0.7776 -5.0749 1.6720
C -1.6654 0.7369 2.6139
C 0.7544 -3.1281 -2.3632
C -2.2441 -0.6964 0.0127
C 5.1312 2.7152 -0.5490
C -0.4626 -6.3735 1.3913
C -1.4456 4.8219 2.0160
C -3.8655 0.0200 -1.6058
C -4.5201 -1.1248 3.0154
C 0.1688 -3.9915 1.6238
C 0.8628 -6.6866 1.0630
C -0.2861 5.5147 1.7053
C 0.9287 2.8468 -2.0841
C 4.1465 1.8718 -0.0731
C -4.9244 1.2257 3.7417
C 0.6055 1.3710 -1.8305
C -3.4031 1.3182 -1.4927
C -3.6938 -0.3620 5.2719
C 4.9194 1.7152 -2.7156
C 3.9357 0.8688 -2.2354
C 0.8355 -1.9334 -1.6718
C -3.2810 -0.9871 -0.8524
C 2.5512 -3.4041 1.4674
C 2.0651 -1.4304 -1.2569
C -2.6852 0.4190 3.1792
C 1.8389 -5.7283 1.0715
C 0.5779 3.2663 -3.5014
C -3.9435 0.0488 3.8185
C 5.5157 2.6431 -1.8790
C 3.1318 -3.3726 -2.2086
C -1.4874 3.4437 1.8968
C -0.3726 2.7394 1.4477
C 3.5283 0.9431 -0.9071
C 0.7898 3.4444 1.1628
Li 0.7640 -1.2829 1.5762
H 1.6584 2.8956 0.8353
H -3.8571 2.1114 -2.0717
H 0.3543 3.4589 -1.3856
H -0.2077 -3.5026 -2.6852
H 1.2210 0.7637 -2.5081
H -0.4481 1.2085 -2.1065
H -3.6459 -2.0036 -0.9351
H 2.8616 -6.0003 0.8521
H -3.8500 -1.9803 3.0508
H 1.7454 5.3560 1.0443
H 6.2781 3.3086 -2.2607
H 1.9881 3.0237 -1.8922
H -5.4960 -1.4179 3.4033
H 1.8426 -4.7947 -3.1570
H 5.6066 3.4271 0.1146
H -4.5468 2.0959 4.2764
H 0.6646 4.3473 -3.6180
H 4.1711 -1.8089 -1.1725
H -1.7949 -1.4716 0.6196
H 3.5845 -3.7720 1.2980
H 3.8426 1.9137 0.9678
H -4.6381 -0.8337 1.9726
H -2.3213 5.3631 2.3518
H -1.2191 -7.1435 1.4147
H -3.0015 -1.1994 5.3005
H -4.6830 -0.2049 -2.2747
H -0.2186 1.4448 -5.7281
H 0.6194 0.4020 -4.5428
H -5.0783 1.5006 2.6998
H -2.3881 2.9086 2.1640
H 4.0305 -3.9400 -2.4097
H 1.3294 0.6696 -6.1522
H 5.2235 1.6534 -3.7516
H -4.6230 -0.6636 5.7524
H -0.2589 6.5935 1.7882
H 3.4869 0.1439 -2.9014
H -0.0666 -1.3795 -1.4381
H -5.8858 0.9457 4.1712
H -1.9895 2.6208 -0.5548
H -3.2566 0.4607 5.8353
H -0.4344 2.9584 -3.7633
*
```

Kohn-Sham gap, eV: 7.3
E, eV: -103432.8099
ΔE to the lowest compared entry with this formula, charge and spin, kcal/mol: 0.00



Record 2
Here is a structure of composition C41H41F2GeI2N4O2Sn in a non-equilibrium geometry from the OMol25 dataset. Energies are from ωB97M-V/def2-TZVPD.

Geometry as ORCA input:
```
! RIJCOSX wB97M-V def2-TZVPD def2/J DEFGRID3
* xyz 2 2
I -0.3107 7.6160 -2.3761
I -2.1369 4.7240 2.5674
Sn -2.4478 0.5581 -0.0235
Ge -0.3751 0.1539 4.3344
F 0.7224 0.1858 0.0653
F -0.2137 -0.1972 1.9737
O 3.0538 -1.9297 -1.8633
O -1.5992 2.3018 0.6211
N -1.1767 -1.5329 -2.0292
N -4.1850 1.9770 -0.9376
N -1.8618 1.3017 -2.1555
N 2.8802 -2.5869 -4.0310
C 1.1910 1.2010 4.0927
C -1.4747 -4.2833 5.3562
C 2.3911 -2.3503 -2.8027
C -1.3404 3.4350 -0.0422
C 3.4212 1.5545 3.1936
C -4.1124 2.3419 -2.2126
C 1.0269 2.5576 4.2595
C -0.7660 5.8440 -1.3774
C 2.0810 -3.1286 -5.1307
C -0.8939 -3.8847 -1.6968
C -5.2662 2.3075 -0.2127
C -0.2590 -0.4884 0.6243
C -1.2011 5.8730 -0.0609
C -0.6218 -3.5908 6.2027
C 4.6166 1.0465 2.6292
C -1.5670 -2.3941 3.8743
C 5.2286 -3.3974 -3.7014
C -6.3251 3.0026 -0.7496
C -1.4805 4.6827 0.5874
C -1.6511 -2.7288 -1.6551
C -2.8972 1.9203 -2.9941
C 2.0658 3.4391 3.9143
C -0.8979 3.4383 -1.3737
C 0.9218 -2.5786 -2.5414
C -2.0411 1.1231 4.1782
C 2.6176 -0.7375 3.3949
C 0.0827 -1.4760 -2.4691
C 3.2243 2.9455 3.3817
C -1.9400 -3.6911 4.1872
C -5.1360 3.0495 -2.8254
C 0.4198 -3.8070 -2.1377
C 2.3990 0.6486 3.5729
C -0.6296 2.1264 -2.0402
C -0.6944 -1.7032 4.7175
C -0.6148 4.6305 -2.0238
C -6.2590 3.3751 -2.0881
C 3.7751 -1.1964 2.8340
C 2.2257 -4.6345 -5.3126
C -0.2200 -2.3010 5.8830
C 4.3064 -2.3145 -4.2490
C 4.7862 -0.2936 2.4418
H 1.9364 4.5030 4.0594
H -2.4877 2.7942 -3.5031
H -1.3219 6.8160 0.4542
H 0.0993 2.9646 4.6430
H -2.8508 0.4008 4.0797
H -5.2622 2.0012 0.8259
H 1.0353 -2.8782 -4.9558
H 1.6413 -4.9601 -6.1739
H 5.0682 -3.5252 -2.6318
H -0.0944 -1.5627 0.5167
H 3.2648 -4.9122 -5.4841
H 4.4556 -2.1913 -5.3211
H 1.8660 -5.1723 -4.4335
H -1.7807 -5.2909 5.6054
H -2.0022 1.7917 3.3169
H 1.8593 -1.4423 3.7204
H 4.0195 3.6226 3.0929
H -1.6032 0.4059 -2.5640
H 1.0477 -4.6894 -2.1587
H 5.6995 -0.6698 2.0014
H -0.1911 2.2925 -3.0265
H 0.0838 1.5644 -1.4408
H 5.3955 1.7447 2.3468
H -1.3180 -4.8257 -1.3731
H -0.2718 -4.0501 7.1175
H 6.2656 -3.0985 -3.8560
H 2.3924 -2.6206 -6.0436
H 0.4629 -0.5015 -2.7640
H 4.5379 -1.3736 -3.7521
H -5.0500 3.3275 -3.8681
H 5.0733 -4.3524 -4.2027
H -7.0794 3.9070 -2.5517
H 3.9274 -2.2586 2.6933
H -2.2182 1.7208 5.0746
H -3.2197 1.2144 -3.7613
H -1.9548 -1.9237 2.9771
H 0.4575 -1.7714 6.5423
H -7.1850 3.2423 -0.1409
H -2.6821 -2.7512 -1.3186
H -0.2540 4.6134 -3.0462
H -2.6031 -4.2395 3.5305
*
```

Kohn-Sham gap (alpha / beta), eV: 6.8 / 4.9
Expectation value of S²: 0.7668
E, eV: -137207.4553
ΔE to the lowest compared entry with this formula, charge and spin, kcal/mol: 38.57